Computed, not measured: C41H54Cl20O3 as an isolated structure, with the ωB97M-V functional and the def2-TZVPD basis.

Values from the calculation:
Net charge ... 0
HOMO ... -7.789 eV
Spin multiplicity ... 1

Structure (XYZ):
```
118
Properties=species:S:1:pos:R:3:mulliken_charge:R:1
Cl -1.61501 -6.82072 -0.66413 -0.175
Cl 0.71609 0.56132 2.66771 -0.056
Cl 1.36388 -10.46066 -4.11583 -0.204
Cl -3.18550 5.98492 -1.47331 -0.027
Cl 8.18943 -1.22012 6.44564 -0.212
Cl 4.69016 -0.06442 -0.35765 -0.148
Cl 6.35373 -0.60400 3.63537 -0.174
Cl 8.49591 3.65373 6.67744 -0.191
Cl 1.83166 1.66499 -1.05254 -0.096
Cl -1.50869 -1.69593 0.40505 -0.154
Cl -2.90430 -4.59369 -2.92010 -0.197
Cl 11.86770 4.06342 7.02688 -0.190
Cl 2.41213 -1.42086 4.88532 -0.208
Cl 5.17897 -9.57107 -2.65819 -0.175
Cl 4.04879 -8.18440 -5.55864 -0.175
Cl 3.04972 0.69440 7.91385 -0.098
Cl -1.60086 -8.77008 -3.98474 -0.227
Cl 1.50353 3.59518 6.99198 -0.174
Cl -0.03960 6.18311 -0.16056 -0.215
Cl 1.09173 -2.51386 -1.64826 -0.281
O -3.72993 4.50004 1.49641 -0.431
O -8.10987 6.72192 -2.68750 -0.556
O -7.23127 1.86818 -4.59682 -0.572
C 3.04821 -0.00735 3.99826 -0.225
C 0.03081 -8.10983 -3.68659 -0.488
C 6.19885 -1.99818 4.73505 -0.381
C 0.15079 -3.62133 -0.61577 -0.305
C -5.41040 2.64440 -0.73728 0.195
C 1.07836 -8.75984 -4.56044 -0.224
C -3.47298 2.01403 1.96977 -0.544
C -5.59059 3.94810 -0.10280 1.083
C -7.18008 3.92933 -6.69206 -0.457
C -1.29852 -3.21049 -0.51722 -0.209
C -7.71250 6.63244 -5.62766 -0.716
C -7.36708 5.03656 -7.63462 -0.473
C 5.61837 -8.98545 -5.29433 -0.439
C -6.77140 4.71702 -2.26300 0.236
C -1.23618 0.88023 1.33130 -0.246
C -7.49380 5.52955 -4.67536 0.278
C -7.24803 4.20879 -5.26750 0.472
C 6.47424 -1.62303 6.17278 -0.225
C 0.72277 2.08337 7.51921 -0.313
C -0.48192 6.05706 -1.88288 -0.453
C -2.58761 0.82947 1.87551 -0.288
C 1.53196 1.35948 8.57075 -0.552
C 2.00092 1.06549 3.80365 -0.040
C -7.04396 3.02785 -4.29079 0.189
C -6.55830 3.39083 -2.85974 0.377
C -7.63907 6.36160 -7.07174 -0.388
C -0.76013 2.21390 0.88575 0.264
C 3.17189 1.31215 -2.17274 -0.557
C -3.24964 -6.83654 -1.37850 -0.552
C 3.80105 -0.03544 -1.90219 0.112
C -1.62246 3.37196 0.97201 -0.389
C 9.76043 2.42775 6.40834 -0.059
C -3.25411 -6.34220 -2.80633 0.013
C -5.88219 2.34995 -2.10265 -1.273
C -7.51403 5.76321 -3.12489 0.235
C -3.00983 3.30767 1.49485 0.363
C 10.92342 2.58896 7.36043 -0.422
C -6.28495 4.97725 -0.90592 -0.708
C -1.76942 6.78375 -2.19857 -0.576
C 5.51070 -10.13252 -4.31568 -0.467
C -5.13971 4.30719 1.35485 -0.921
H -1.74468 7.81435 -1.84589 0.314
H 2.46275 1.95860 3.38075 0.357
H 11.60685 1.74573 7.25426 0.290
H 2.03183 -8.24011 -4.44504 0.112
H 3.90093 2.11788 -2.09206 0.350
H -5.58110 3.60093 2.10968 0.329
H 4.72321 -10.82988 -4.60059 0.292
H -0.55378 -0.01061 1.21710 0.512
H -3.90090 -6.23657 -0.74346 0.398
H 2.75442 1.33001 -3.18029 0.292
H 0.79882 -8.72818 -5.61332 0.420
H -7.28065 4.81331 -8.71950 0.361
H 0.33871 6.49632 -2.45143 0.365
H 0.62617 -3.65639 0.36424 0.340
H 3.05563 -0.82736 -1.87634 -0.239
H 1.52868 1.34060 4.74523 -0.385
H -2.52180 -6.87574 -3.41715 -0.224
H -1.86551 -3.98018 0.00654 0.241
H 0.25592 2.37712 0.44578 0.051
H 10.58999 2.62893 8.39673 0.325
H -4.24071 -6.49450 -3.24641 0.360
H 3.44491 -0.35767 3.04632 0.293
H 6.32916 -8.23300 -4.95502 0.330
H -4.91509 1.80051 -0.20504 0.348
H 6.45440 -10.67815 -4.28215 0.339
H -3.59772 -7.86932 -1.34487 0.365
H -4.50518 1.89137 2.37380 0.265
H 9.29233 1.45366 6.55827 -0.071
H 0.96009 0.51647 8.96013 0.292
H 6.87386 -2.77942 4.38715 0.397
H -0.54547 4.99924 -2.13835 0.328
H 4.52185 -0.27060 -2.68629 0.345
H -0.25150 2.35597 7.92635 0.339
H -6.96689 2.87942 -7.01186 0.376
H -7.91527 7.66368 -5.24765 0.389
H 0.25614 -8.23522 -2.62847 0.344
H 0.56208 1.46102 6.63969 0.165
H 5.17562 -2.36408 4.63965 0.186
H -5.75155 1.33902 -2.54312 0.381
H 3.87633 0.38679 4.58732 0.264
H -0.01741 -7.04060 -3.90017 0.316
H 1.78437 2.01369 9.40440 0.349
H -2.94130 -0.18065 2.20606 0.347
H 5.87318 -0.77029 6.48749 0.087
H 6.23973 -2.46389 6.82606 0.347
H 0.22347 -4.61135 -1.06567 0.167
H 10.08049 2.49492 5.36917 0.325
H -1.93115 6.79590 -3.27719 0.300
H -6.48863 5.99131 -0.49489 0.315
H 5.95190 -9.35575 -6.26429 0.300
H -1.23021 4.35928 0.63222 -0.077
H -1.74285 -3.07216 -1.49960 0.046
H -5.61418 5.30712 1.57682 0.326
H -7.78257 7.19999 -7.79775 0.327
```


Computed, not measured: C41H54Cl5NO6SeW as an isolated structure, with the ωB97M-V functional and the def2-TZVPD basis.

Values from the calculation:
ΔE to the lowest compared entry with this formula, charge and spin ... 110.2 kJ/mol
Net charge ... 0
HOMO (alpha / beta) ... -7.746 / -7.747 eV
Spin multiplicity ... 1

Structure (XYZ):
```
109
Properties=species:S:1:pos:R:3:mulliken_charge:R:1
W -1.64997 -0.40943 -0.47414 2.059
Se -0.70179 1.47674 -1.79000 -0.096
Cl -6.98695 0.15388 -6.18530 -0.183
Cl -5.23065 0.95872 -1.12874 -0.117
Cl -1.87175 -0.80003 -4.87205 -0.180
Cl -7.47806 1.20641 -3.28965 -0.191
Cl -4.08990 -0.76739 -6.98214 -0.193
O -4.31144 -0.59623 2.47754 -0.686
O -1.31297 -1.23990 1.45490 -1.220
O -0.36251 -2.16202 -2.84175 0.795
O -3.43345 -0.21028 0.48133 -0.473
O 0.22066 -0.97338 -0.56304 0.120
O -2.82288 -0.42544 -2.08530 0.108
N -2.25410 -2.57647 -0.61486 -0.787
C 2.85951 -2.05511 0.10342 2.596
C -4.08319 -2.47777 1.02861 -0.667
C 1.15395 4.35565 2.69658 -1.727
C 3.49731 1.42209 -1.44441 0.046
C 4.34509 -2.39313 0.27455 -2.564
C 1.13895 1.02388 -1.37997 0.259
C -3.69090 -2.83299 -0.39842 -0.683
C -0.67379 -3.43652 -3.41520 -0.971
C 0.46656 -3.79763 -4.36193 -0.721
C -1.14272 0.28383 3.38131 -0.296
C -0.61035 2.61957 2.80569 -0.173
C -3.71795 -0.18399 -3.02494 -1.626
C 5.68534 2.35515 -0.62476 -1.683
C -0.84515 1.60729 3.71634 -0.375
C 2.24037 -3.16503 -0.75703 -1.557
C -1.80605 -2.08796 4.06549 -1.787
C -2.67090 -0.13342 5.27983 -1.630
C 2.18890 -2.05318 1.48367 -1.715
C 0.96476 -2.42469 -4.80239 -0.517
C -0.28061 4.24520 4.72779 -2.188
C -0.73117 2.30341 1.44646 -0.676
C 4.71698 2.25527 -1.81010 1.934
C -0.23120 -0.77964 5.46499 -1.685
C -0.25800 4.04206 3.20937 1.983
C 4.33246 3.67802 -2.21852 -2.062
C -4.98358 0.38021 -2.73171 0.757
C 1.31030 -0.24117 -0.79474 0.202
C -4.45899 -0.34512 -5.35925 0.139
C -3.46942 -0.43646 -4.39339 0.238
C -1.27701 5.00326 2.58558 -1.694
C 0.76738 -1.60275 -3.53339 -0.961
C 2.20532 1.84926 -1.69586 -0.581
C -1.15787 -0.03880 2.01344 0.590
C 3.66716 0.15297 -0.88461 -0.420
C 2.62604 -0.69128 -0.54054 -0.587
C -1.44416 -0.67913 4.52911 1.936
C 5.44067 1.58421 -2.98569 -1.655
C -5.96612 0.51546 -3.69957 0.212
C -1.01693 1.01467 1.06899 0.452
C -5.73493 0.09879 -5.01480 0.268
C -3.92694 -0.97520 1.39361 0.486
H 1.12611 -1.83415 1.39269 0.087
H 0.11669 -4.41952 -5.18195 0.429
H -0.79173 1.83688 4.76535 0.469
H -2.96473 -0.83835 6.05505 0.504
H -1.05273 -2.49540 3.39696 0.257
H -2.47670 0.82940 5.74264 0.298
H -3.47390 -3.04935 1.73218 0.202
H -5.12481 -2.74368 1.21266 0.645
H 1.21371 4.24040 1.61777 0.360
H 4.67408 -0.18343 -0.71263 0.528
H -1.62228 -3.35874 -3.96258 0.342
H 0.35070 -2.03372 -5.61176 0.269
H 6.31087 2.17441 -3.26400 0.469
H 0.08452 0.19708 5.81837 0.261
H 4.78313 1.50813 -3.84813 0.321
H -2.76209 -2.05358 3.55536 0.167
H 1.64626 -1.67329 -2.88490 0.228
H 5.18775 2.78586 0.24004 0.353
H 1.87219 3.67587 3.15028 0.350
H -1.07653 6.02618 2.89537 0.447
H -0.47980 -1.39050 6.33128 0.484
H -1.26641 4.03591 5.13622 0.427
H 2.76029 -3.23904 -1.71111 0.379
H -3.49883 -0.01974 4.58423 0.276
H 1.43269 5.37541 2.95424 0.447
H -0.61712 3.07140 0.69043 0.553
H -1.24567 4.96499 1.50136 0.328
H 5.23364 4.25015 -2.42351 0.462
H 3.78971 4.17277 -1.41741 0.388
H 0.60661 -1.24318 4.94806 0.309
H 1.98286 2.80844 -2.13239 0.524
H 5.77377 0.58445 -2.71824 0.331
H 2.64063 -1.29621 2.11895 0.396
H 4.43588 -3.38752 0.70540 0.458
H 0.57416 -0.54321 -3.72609 0.244
H -1.97039 -2.94558 -1.52396 0.095
H 6.08254 1.38312 -0.34815 0.338
H 1.25034 -4.32483 -3.81918 0.348
H -1.71047 -3.04452 0.12155 0.401
H -0.03714 5.27995 4.95919 0.452
H 3.72386 3.67646 -3.11764 0.363
H 2.33550 -4.11728 -0.24008 0.602
H 2.30449 -3.02308 1.96272 0.519
H 2.00765 -2.43714 -5.11274 0.392
H 4.86263 -2.40613 -0.68206 0.456
H -4.26515 -2.23705 -1.12005 0.039
H -0.77318 -4.18225 -2.61671 0.409
H -2.28106 4.73691 2.90686 0.361
H 1.18670 -2.96513 -0.93443 -0.069
H 4.84230 -1.69485 0.94226 0.436
H 6.52205 2.99497 -0.89670 0.481
H -3.91832 -3.89397 -0.57485 0.638
H -1.90191 -2.74283 4.93042 0.513
H 0.45324 3.61371 5.22299 0.375
```